Entry 1:
Below is C4H6N2O in the gas phase, with properties calculated with the ωB97M-V functional and the def2-TZVPD basis.

```
13
Properties=species:S:1:pos:R:3:forces:R:3
C -1.720 1.075 0.846 0.095 -0.005 -0.122
C -0.558 0.355 0.207 0.063 0.085 -0.256
C 0.037 0.594 -1.017 0.074 -0.132 -0.003
N 1.081 -0.359 -1.110 0.225 -0.684 0.553
C 0.976 -1.049 0.020 0.231 -0.466 0.340
O 1.894 -2.090 -0.085 -0.250 -0.683 1.374
N 0.047 -0.715 0.859 0.249 -0.123 -0.074
H -1.440 1.529 1.805 0.069 -0.136 -0.237
H -2.554 0.391 1.050 0.266 0.056 -0.110
H -2.091 1.871 0.193 0.086 -0.115 0.061
H -0.205 1.357 -1.747 0.274 -0.320 0.027
H 1.848 -1.046 -1.453 -1.300 2.562 -1.912
H 2.686 -1.912 0.432 -0.083 -0.040 0.359
```
Forces are in eV/Å.

energy relative to the best compared isomer or geometry (same formula, charge and spin) = 45.51 kcal per mole
SMILES = Cc1c[nH]c(O)n1
lowest unoccupied orbital energy = 0.021 Eh
Kohn-Sham gap = 9.16 eV
total energy = -340.72239 Eh
molar mass = 98.1 u
E_HOMO = -8.6 eV
total charge = 0



Entry 2:
Below is C4H6N2O in the gas phase, with properties calculated with the ωB97M-V functional and the def2-TZVPD basis.

```
13
Properties=species:S:1:pos:R:3:forces:R:3
C -1.441 0.952 -0.049 -0.776 -1.886 -0.167
N -0.207 0.183 -0.007 -0.524 1.917 -0.183
C -0.202 -1.216 -0.122 0.423 -1.066 0.612
N 1.214 -1.578 -0.099 -0.426 -1.381 0.237
C 1.888 -0.534 0.075 -1.158 -0.391 -0.156
C 1.069 0.665 0.186 -1.162 0.631 -0.098
O 1.420 1.797 0.395 0.012 0.668 0.072
H -1.876 0.975 -1.050 0.048 -0.346 -0.093
H -2.220 0.559 0.650 0.711 0.052 -0.441
H -1.298 1.949 0.189 0.786 1.940 0.729
H -0.555 -1.616 -1.099 -0.480 0.224 0.833
H -0.707 -1.591 0.825 0.333 -0.450 -1.480
H 2.917 -0.545 0.107 2.213 0.089 0.136
```
Forces are in eV/Å.

energy relative to the best compared isomer or geometry (same formula, charge and spin) = 25.59 kcal per mole
SMILES = CN1CN=CC1=O
lowest unoccupied orbital energy = 0.022 Eh
Kohn-Sham gap = 10.30 eV
total energy = -340.75413 Eh
molar mass = 98.1 u
E_HOMO = -9.7 eV
total charge = 0



Entry 3:
Below is C4H6N2O in the gas phase, with properties calculated with the ωB97M-V functional and the def2-TZVPD basis.

```
13
Properties=species:S:1:pos:R:3:forces:R:3
C -2.065 -0.177 -0.245 -0.056 -0.148 -0.009
C -0.803 -0.525 0.003 -0.146 0.173 -0.077
C 0.334 -0.712 -0.924 0.084 0.139 0.016
C 1.316 -0.016 -0.343 -0.212 -0.078 -0.058
O 2.511 0.367 -0.809 0.044 0.005 0.147
N 0.949 0.472 0.959 0.215 0.048 -0.084
N -0.167 -0.403 1.271 -0.258 0.098 0.010
H -2.710 0.166 0.560 0.007 -0.178 -0.121
H -2.450 -0.162 -1.256 -0.048 -0.198 0.102
H 0.334 -1.201 -1.887 -0.032 0.180 0.109
H 2.983 0.775 -0.068 0.053 -0.133 -0.104
H 0.510 1.384 0.757 0.313 0.047 0.186
H -0.742 0.033 1.984 0.037 0.045 -0.117
```
Forces are in eV/Å.

energy relative to the best compared isomer or geometry (same formula, charge and spin) = 70.35 kcal per mole
SMILES = C=C1C=C(O)NN1
lowest unoccupied orbital energy = 0.030 Eh
Kohn-Sham gap = 9.00 eV
total energy = -340.68280 Eh
molar mass = 98.1 u
E_HOMO = -8.2 eV
total charge = 0



Entry 4:
Below is C4H6N2O in the gas phase, with properties calculated with the ωB97M-V functional and the def2-TZVPD basis.

```
13
Properties=species:S:1:pos:R:3:forces:R:3
C -1.326 -1.156 0.103 -0.498 -0.894 0.252
C -0.210 -0.282 -0.437 0.883 -0.282 -0.510
C 1.198 -0.687 0.015 -0.441 -3.354 0.112
N 2.058 -1.418 0.332 -1.365 1.767 -0.618
C -0.257 1.146 -0.009 3.787 1.608 2.645
N 1.233 1.525 0.043 -2.237 1.305 0.258
O -1.058 1.747 0.658 0.395 -0.608 -1.410
H -1.630 -1.906 -0.633 0.184 0.088 0.108
H -2.234 -0.612 0.377 0.319 0.349 -0.202
H -1.021 -1.697 1.004 0.111 0.177 -0.193
H -0.197 -0.285 -1.533 -0.039 -0.152 0.009
H 1.941 1.431 -0.678 -0.660 -0.163 -0.079
H 1.500 2.194 0.758 -0.439 0.159 -0.372
```
Forces are in eV/Å.

energy relative to the best compared isomer or geometry (same formula, charge and spin) = 47.02 kcal per mole
SMILES = C[C@H](C#N)C(N)=O
lowest unoccupied orbital energy = 0.022 Eh
Kohn-Sham gap = 10.41 eV
total energy = -340.71997 Eh
molar mass = 98.1 u
E_HOMO = -9.8 eV
total charge = 0



Entry 5:
Below is C4H6N2O in the gas phase, with properties calculated with the ωB97M-V functional and the def2-TZVPD basis.

```
13
Properties=species:S:1:pos:R:3:forces:R:3
N 0.262 0.922 -1.758 0.084 -0.016 -0.192
C 0.241 0.190 -0.537 -0.199 -0.001 0.186
C 0.579 -1.172 -0.279 -0.054 -0.104 0.012
C 0.125 -1.480 0.971 0.077 -0.069 0.046
N -0.446 -0.342 1.506 -0.033 0.056 0.048
C -0.364 0.668 0.597 0.141 -0.301 -0.081
O -0.848 1.893 0.908 0.065 0.062 -0.169
H -0.518 0.597 -2.322 0.047 0.215 -0.095
H 1.095 0.728 -2.302 0.053 0.111 0.125
H 1.120 -1.827 -0.949 -0.165 -0.012 0.063
H 0.156 -2.404 1.524 0.036 0.110 0.010
H -0.949 -0.275 2.373 0.135 0.001 0.011
H -0.452 2.503 0.268 -0.187 -0.051 0.034
```
Forces are in eV/Å.

energy relative to the best compared isomer or geometry (same formula, charge and spin) = 22.19 kcal per mole
SMILES = Nc1cc[nH]c1O
lowest unoccupied orbital energy = 0.035 Eh
Kohn-Sham gap = 8.54 eV
total energy = -340.75956 Eh
molar mass = 98.1 u
E_HOMO = -7.6 eV
total charge = 0



Entry 6:
Below is C4H6N2O in the gas phase, with properties calculated with the ωB97M-V functional and the def2-TZVPD basis.

```
13
Properties=species:S:1:pos:R:3:forces:R:3
C 0.957 -2.598 0.674 -0.155 -1.425 0.193
C 0.140 0.440 -1.423 -0.207 -1.718 -1.485
C 0.849 -1.625 -0.180 -0.423 0.366 0.382
C -0.257 1.756 0.417 2.151 -0.575 0.873
N 0.768 -0.803 -1.034 -0.525 1.061 -1.692
N -1.189 1.986 1.317 -0.926 0.119 -1.380
O -0.763 1.008 -0.556 -1.241 0.590 0.902
H 1.866 -2.641 1.283 -0.700 -0.232 -0.016
H 0.226 -3.432 0.510 1.029 0.758 0.592
H -0.483 0.292 -2.336 0.759 -0.444 0.508
H 0.965 1.041 -1.695 0.681 1.277 0.041
H -0.974 2.501 2.136 0.144 0.623 0.275
H -2.106 2.074 0.889 -0.588 -0.400 0.807
```
Forces are in eV/Å.

energy relative to the best compared isomer or geometry (same formula, charge and spin) = 97.52 kcal per mole
lowest unoccupied orbital energy = 0.037 Eh
Kohn-Sham gap = 9.40 eV
total energy = -340.63950 Eh
molar mass = 98.1 u
E_HOMO = -8.4 eV
total charge = 0